{"formula": "C4H12", "method": "ωB97M-V/def2-TZVPD", "species": ["C", "C", "H", "H", "H", "H", "H", "H", "C", "C", "H", "H", "H", "H", "H", "H"], "positions_angstrom": [[-0.8155, -2.6282, 0.9291], [-0.0502, -1.2755, 1.3468], [-0.9758, -2.7682, -0.0788], [-0.1561, -3.5124, 1.0384], [-1.7834, -2.8235, 1.5101], [0.9039, -1.5143, 1.7850], [0.2533, -0.8597, 0.3675], [-0.6045, -0.6522, 1.9808], [0.3670, 1.3952, -1.6084], [0.4632, 2.6252, -0.6569], [-0.0395, 0.5270, -1.0949], [-0.6147, 1.6185, -2.1982], [1.2926, 1.0659, -2.0292], [0.1173, 3.5555, -1.2786], [1.5535, 2.8243, -0.3791], [0.0890, 2.4224, 0.3664]], "lowdin_charge": [-0.143, -0.122, 0.008, 0.057, 0.082, 0.048, 0.038, 0.036, -0.181, -0.188, 0.011, 0.097, 0.050, 0.090, 0.064, 0.055], "charge": 0, "spin_multiplicity": 1, "smiles": "CC.CC", "lumo_ev": 1.126}



{"formula": "C16H26F33HfN2O16P3S5", "method": "ωB97M-V/def2-TZVPD", "species": ["Hf", "C", "C", "O", "N", "H", "H", "C", "H", "H", "H", "H", "H", "H", "C", "C", "C", "N", "C", "C", "C", "C", "C", "H", "H", "H", "H", "H", "H", "H", "H", "H", "H", "H", "H", "H", "H", "H", "H", "H", "H", "C", "F", "F", "F", "S", "O", "O", "O", "C", "F", "F", "F", "S", "O", "O", "O", "C", "F", "F", "F", "S", "O", "O", "O", "C", "F", "F", "F", "S", "O", "O", "O", "C", "F", "F", "F", "S", "O", "O", "O", "P", "F", "F", "F", "F", "F", "F", "P", "F", "F", "F", "F", "F", "F", "P", "F", "F", "F", "F", "F", "F"], "positions_angstrom": [[1.1963, 13.1685, -10.9702], [2.9105, 8.2769, -16.1011], [1.8883, 7.9640, -14.9815], [2.1832, 7.4257, -13.9145], [0.4623, 8.3598, -15.3191], [0.2819, 9.2428, -15.7750], [0.0603, 7.6529, -15.9181], [-0.3938, 8.4374, -13.9795], [2.9328, 9.3506, -16.2876], [2.5406, 7.8551, -17.0356], [3.9030, 8.0210, -15.7300], [-0.2378, 9.4291, -13.5548], [-0.1110, 7.5852, -13.3614], [-1.4589, 8.3347, -14.1870], [-1.7116, 17.6926, -17.0660], [-0.7216, 16.5051, -17.3749], [0.5981, 16.3618, -16.5195], [1.6951, 15.4830, -17.1374], [1.2080, 14.1906, -17.8019], [2.7880, 15.1865, -16.0226], [3.5905, 16.3859, -15.7819], [3.7134, 17.0205, -17.1527], [2.5558, 16.4128, -18.0566], [-2.1493, 17.4735, -16.0921], [-2.5966, 17.7738, -17.6972], [-1.1852, 18.6329, -16.9023], [-0.4290, 16.5986, -18.4207], [-1.2748, 15.5796, -17.2153], [0.5027, 16.2277, -15.4420], [1.0666, 17.3458, -16.5000], [0.4270, 14.4957, -18.4983], [0.8029, 13.4968, -17.0652], [1.9897, 13.6979, -18.3802], [3.3967, 14.3296, -16.3113], [2.2473, 14.7566, -15.1794], [4.5002, 16.2915, -15.1889], [3.0793, 17.1172, -15.1558], [4.6766, 16.7673, -17.5957], [3.7741, 18.1074, -17.0979], [2.8335, 15.9429, -19.0001], [1.8830, 17.1439, -18.5048], [2.2427, 17.8005, -10.4345], [3.3400, 17.8184, -9.5864], [1.2189, 17.3633, -9.7327], [2.0706, 19.0944, -10.8068], [2.4804, 16.5184, -11.9072], [2.0106, 15.2273, -11.3655], [1.6903, 17.0738, -12.9825], [3.8988, 16.5346, -12.2255], [-3.2970, 14.8547, -11.5082], [-4.2243, 15.8406, -11.3544], [-3.2898, 14.1017, -10.4253], [-3.6301, 14.1250, -12.5562], [-1.5240, 15.7127, -11.6948], [-1.5477, 16.6948, -10.6288], [-0.5262, 14.6193, -11.4231], [-1.3967, 16.2604, -13.0363], [4.4052, 10.7903, -13.6810], [5.0861, 9.9593, -12.9134], [4.9323, 10.8596, -14.8902], [3.1228, 10.4134, -13.7871], [4.3268, 12.6559, -12.9619], [4.2317, 13.5667, -14.1300], [3.0935, 12.8302, -12.1444], [5.5344, 12.7342, -12.1701], [-2.3429, 10.6301, -8.8881], [-2.9311, 11.7958, -8.5188], [-1.2177, 10.3235, -8.1880], [-3.1900, 9.5637, -8.7181], [-1.8488, 10.9553, -10.7161], [-1.4871, 9.6210, -11.2205], [-3.0185, 11.5572, -11.2978], [-0.6688, 11.8836, -10.7889], [4.3887, 12.3986, -7.1788], [4.5079, 11.1412, -7.6291], [3.2702, 12.4532, -6.4973], [5.4725, 12.7885, -6.4180], [4.1767, 13.5371, -8.7242], [3.8456, 14.8497, -8.1589], [5.4667, 13.5563, -9.4113], [3.0068, 13.0883, -9.5586], [0.0256, 13.7814, -7.8192], [-1.0576, 13.0783, -6.8485], [-1.0350, 14.1196, -8.9846], [-0.2062, 15.2326, -7.1261], [0.9276, 14.5573, -8.9385], [1.1981, 13.5613, -6.6768], [0.4463, 12.4893, -8.6605], [0.1409, 12.6007, -14.2026], [0.8006, 11.6392, -12.9719], [1.3975, 12.3592, -15.2752], [-0.5864, 11.3367, -14.9222], [-0.5188, 13.6264, -15.3340], [-1.1558, 12.9512, -13.2609], [1.0424, 13.7414, -13.3924], [2.4403, 9.5425, -9.9379], [0.9020, 8.9576, -9.7474], [2.1004, 10.4427, -8.6239], [3.2596, 8.4041, -9.1393], [3.7458, 10.3863, -10.2327], [2.5651, 8.6225, -11.2456], [1.6917, 10.8101, -10.8113]], "lowdin_charge": [2.131, 0.020, -0.342, 0.152, 0.117, 0.147, 0.163, 0.057, 0.081, 0.081, 0.101, 0.070, 0.101, 0.101, -0.078, -0.198, -0.092, -0.179, 0.019, -0.115, -0.174, -0.131, -0.073, 0.072, 0.065, 0.068, 0.085, 0.097, 0.129, 0.120, 0.084, 0.068, 0.098, 0.126, 0.100, 0.140, 0.104, 0.102, 0.110, 0.112, 0.106, -0.554, 0.080, 0.145, 0.103, 0.564, -0.426, -0.312, -0.295, -0.619, 0.093, 0.136, 0.132, 0.580, -0.288, -0.470, -0.321, -0.623, 0.164, 0.123, 0.091, 0.616, -0.324, -0.451, -0.273, -0.545, 0.107, 0.113, 0.097, 0.587, -0.328, -0.291, -0.456, -0.601, 0.110, 0.133, 0.095, 0.598, -0.315, -0.301, -0.450, 0.237, -0.124, -0.169, -0.144, -0.213, -0.145, -0.179, 0.396, -0.222, -0.179, -0.152, -0.164, -0.140, -0.208, 0.247, -0.176, -0.155, -0.139, -0.118, -0.149, -0.274], "charge": -2, "spin_multiplicity": 1, "lumo_ev": 1.972}



{"formula": "C5H12ClN2", "method": "ωB97M-V/def2-TZVPD", "species": ["C", "C", "N", "C", "C", "N", "C", "Cl", "H", "H", "H", "H", "H", "H", "H", "H", "H", "H", "H", "H"], "positions_angstrom": [[0.6865, 2.2512, 0.1193], [0.2727, 0.8891, 0.3155], [-1.0477, 0.3915, -0.1769], [-1.5099, -0.9127, 0.2715], [-0.4553, -1.9365, -0.1380], [0.9068, -1.5240, 0.1694], [1.2873, -0.2950, -0.4321], [2.9692, 0.1540, -0.0705], [0.6461, 2.4827, -0.9532], [1.7016, 2.3640, 0.2345], [0.0879, 2.8536, 0.8337], [0.3160, 0.5513, 1.2702], [-1.0204, 0.1981, -1.2295], [-1.7724, 1.0865, 0.0213], [-2.5000, -1.0553, -0.1772], [-1.7067, -0.8786, 1.4359], [-0.5396, -3.0338, 0.2425], [-0.4657, -1.9565, -1.2667], [0.9905, -1.4410, 1.1157], [1.1534, -0.1885, -1.5853]], "lowdin_charge": [-0.054, -0.311, 0.049, -0.140, -0.174, -0.076, -0.637, 0.705, 0.116, 0.032, 0.122, 0.109, 0.207, 0.192, 0.140, 0.182, 0.173, 0.138, 0.076, 0.149], "charge": 1, "spin_multiplicity": 1, "smiles": "C[C@H]1[NH2+]CCN[C@@H]1Cl", "lumo_ev": -3.431}



{"formula": "C19H14AsBrN4S6Ti", "method": "ωB97M-V/def2-TZVPD", "species": ["Ti", "S", "C", "N", "C", "C", "C", "C", "C", "C", "S", "H", "H", "H", "H", "S", "As", "S", "S", "S", "C", "C", "C", "C", "C", "Br", "N", "C", "H", "H", "H", "H", "H", "H", "N", "C", "C", "C", "C", "N", "C", "C", "H", "H", "H", "H"], "positions_angstrom": [[0.0378, 0.0190, -1.8130], [1.6789, 1.6918, -3.2289], [0.7856, 2.6107, -2.1670], [-0.0105, 1.9989, -1.2798], [-0.5874, 2.8900, -0.3623], [-1.3445, 2.5618, 0.7547], [-1.8247, 3.5813, 1.5597], [-1.5558, 4.9169, 1.2640], [-0.7815, 5.2493, 0.1644], [-0.2943, 4.2253, -0.6355], [0.7537, 4.3429, -2.0272], [-1.5492, 1.5286, 0.9957], [-2.4151, 3.3340, 2.4319], [-1.9411, 5.6987, 1.9040], [-0.5511, 6.2823, -0.0596], [-1.5592, -3.3461, -2.1100], [0.3603, -3.5678, -2.8850], [0.8002, -1.3181, -3.8248], [-0.9744, -0.3577, -3.8663], [1.7962, -3.1973, -1.0587], [-1.2159, -3.5773, 2.1332], [-1.7535, -2.4706, 1.2732], [-3.1100, -2.2961, 1.0447], [-3.5578, -1.3097, 0.1834], [-2.6152, -0.5212, -0.4342], [-3.1784, 0.8364, -1.6055], [-1.2987, -0.6480, -0.2283], [-0.8920, -1.6161, 0.6176], [-1.6782, -3.5761, 3.1204], [-0.1373, -3.4914, 2.2517], [-1.4212, -4.5387, 1.6599], [-3.8284, -2.9482, 1.5279], [-4.6066, -1.1560, -0.0192], [0.1765, -1.7206, 0.7442], [5.8891, -1.3770, 2.3597], [4.9818, -1.2493, 1.6667], [3.8260, -1.0786, 0.8195], [3.7898, -1.6144, -0.4013], [2.5619, -1.5092, -1.2383], [1.6277, -0.4522, -0.8626], [1.7446, 0.0667, 0.4282], [2.7153, -0.2586, 1.2889], [4.6182, -2.1821, -0.8004], [2.8159, -1.4131, -2.2905], [0.9844, 0.7778, 0.7297], [2.7379, 0.1791, 2.2754]], "lowdin_charge": [0.455, 0.649, -1.126, -0.163, -0.321, -0.056, -0.072, -0.082, -0.080, -0.457, 1.070, 0.089, 0.107, 0.106, 0.111, -0.099, 0.262, -0.013, 0.073, 0.449, -0.022, -0.255, 0.000, -0.087, -0.747, 0.878, -0.081, -0.120, 0.087, 0.083, 0.094, 0.133, 0.112, 0.077, 0.155, -0.177, -0.237, -0.082, -0.688, -0.212, -0.178, -0.028, 0.126, 0.049, 0.101, 0.114], "charge": 0, "spin_multiplicity": 1, "lumo_ev": -1.257}



{"formula": "C5H6O", "method": "ωB97M-V/def2-TZVPD", "species": ["C", "C", "C", "C", "C", "O", "H", "H", "H", "H", "H", "H"], "positions_angstrom": [[2.5292, -0.1363, -0.5335], [1.3584, 0.3989, -0.3803], [0.0678, 0.5175, -0.4413], [-0.7321, -0.0267, 0.6972], [-2.1708, -0.2297, 0.3351], [-2.6232, -0.0092, -0.7628], [2.3332, -0.8288, -1.3461], [3.4635, 0.1765, -0.0756], [-0.4196, 0.9999, -1.2808], [-0.3079, -0.9623, 1.0936], [-0.6827, 0.6854, 1.5323], [-2.8156, -0.5852, 1.1622]], "lowdin_charge": [0.006, -0.128, -0.122, -0.166, -0.265, 0.051, 0.073, 0.059, 0.116, 0.132, 0.125, 0.120], "charge": 0, "spin_multiplicity": 1, "smiles": "C=C=CCC=O", "lumo_ev": 0.888}